73
Properties=species:S:1:pos:R:3 method="wB97M-V/def2-TZVPD" total_charge=+2 e_homo_ev=-14.084 homo_lumo_gap_ev=6.0698
Ga -0.44438 -1.37044 0.56484
Cl -1.05366 -3.42056 0.79694
P -1.85338 0.18413 -1.23951
C -1.39963 0.55828 -3.02391
C -1.63050 1.79209 -3.67060
C -1.33029 1.96541 -5.02749
C -0.75405 0.90517 -5.72822
C -0.44396 -0.30755 -5.10091
C -0.77051 -0.47524 -3.75460
C -3.29624 -0.97743 -1.41658
C -4.00575 -1.23648 -0.23501
C -4.87459 -2.32074 -0.14227
C -5.06007 -3.12515 -1.27029
C -4.44350 -2.83220 -2.48788
C -3.59064 -1.72789 -2.57056
C -2.90140 1.69280 -0.86214
C -2.51048 2.49560 0.22960
C -3.24776 3.62348 0.58380
C -4.35696 3.97751 -0.19247
C -4.74450 3.23594 -1.31235
C -4.00298 2.09454 -1.64111
H -3.86885 -0.57052 0.62079
H -5.36633 -2.53420 0.81386
H -5.64890 -4.02532 -1.17619
H -4.62394 -3.45530 -3.37146
H -3.16058 -1.43803 -3.53143
H -2.00756 2.64852 -3.10717
H -1.52418 2.92536 -5.52166
H -0.53301 1.02274 -6.77911
H 0.06840 -1.11252 -5.64010
H -0.50911 -1.40051 -3.23499
H -1.64666 2.17860 0.81723
H -2.94505 4.20453 1.46330
H -4.88454 4.88756 0.04710
H -5.61178 3.53671 -1.91491
H -4.32743 1.50096 -2.49832
H 1.49368 2.47250 -1.33468
H 1.02693 2.86583 -0.88323
O 1.25974 -0.57619 1.19324
As 2.84195 -0.36444 1.93233
C 2.98210 -1.85671 3.11307
C 4.09698 -2.05050 3.93460
C 4.15914 -3.16781 4.77626
C 3.09724 -4.07436 4.78325
C 1.98175 -3.88514 3.96453
C 1.93658 -2.77460 3.12929
C 4.20863 -0.53973 0.58929
C 4.28582 0.42820 -0.41230
C 5.24705 0.31945 -1.42232
C 6.11819 -0.77637 -1.44206
C 6.03809 -1.74958 -0.44382
C 5.09157 -1.62704 0.57879
C 2.82177 1.25961 2.95962
C 2.61977 2.46203 2.28065
C 2.52280 3.66237 2.99040
C 2.59469 3.65415 4.38870
C 2.78017 2.44983 5.07085
C 2.90576 1.25264 4.35793
H 4.91042 -1.33350 3.91149
H 5.03490 -3.31490 5.41133
H 3.13350 -4.94502 5.43280
H 1.14528 -4.58922 3.96260
H 1.08608 -2.63170 2.47536
H 3.59337 1.26260 -0.39571
H 5.30649 1.07791 -2.20304
H 6.86292 -0.86527 -2.23649
H 6.72546 -2.59799 -0.45134
H 5.03063 -2.38225 1.35215
H 2.53735 2.45196 1.19988
H 2.36995 4.60049 2.45612
H 2.50005 4.59134 4.94282
H 2.83786 2.44321 6.16110
H 3.04589 0.31875 4.88782


11
Properties=species:S:1:pos:R:3 method="wB97M-V/def2-TZVPD" total_charge=0 e_homo_ev=-8.876 homo_lumo_gap_ev=8.2890
C -0.51869 -1.22218 -0.32744
C -0.41382 0.24905 1.19487
C 0.93398 0.99278 -0.76784
C 0.18824 0.12562 -0.15128
C -1.46464 -0.91032 0.76564
Cl 1.53457 0.73074 -2.31955
H -0.96008 -1.29078 -1.33980
H 0.05264 -2.14074 -0.25255
H 0.27734 0.33503 2.11669
H -0.99196 1.19255 1.40658
H 1.36242 1.93825 -0.32531


61
Properties=species:S:1:pos:R:3 method="wB97M-V/def2-TZVPD" total_charge=+1 e_homo_ev=-11.446 homo_lumo_gap_ev=8.8529
N 0.52019 3.72922 1.17001
C -0.51145 3.04078 1.95531
C -0.26058 1.54751 2.13134
C -0.72743 0.63537 0.98255
C -0.56438 1.13370 -0.45567
C 0.79502 0.86865 -1.14524
P 2.17511 0.31066 -0.14821
C 2.19426 -1.45669 0.29374
O 2.27303 -2.09002 -0.96078
O 2.61425 -3.45042 -0.71210
H 1.21416 3.09894 0.79442
H 0.14548 4.27016 0.40316
H -1.50164 3.19574 1.51622
H -0.54431 3.49381 2.94787
H 0.79439 1.39363 2.38777
H -0.79900 1.21590 3.02013
H -0.26621 -0.35089 1.09571
H -1.78933 0.44224 1.13897
H -0.77047 2.20005 -0.50724
H -1.31417 0.65070 -1.08049
H 1.16406 1.76020 -1.65843
H 0.70803 0.11010 -1.92982
H 2.35070 1.03176 1.03330
H 3.34809 0.50057 -0.88051
H 3.08272 -1.64271 0.90453
H 1.30156 -1.73145 0.86156
H 1.77808 -3.90680 -0.89711
C -0.36408 0.24818 -7.30611
C 0.58852 1.09467 -6.46888
C 0.94376 0.47875 -5.11085
O -0.08820 0.53972 -4.13188
C -1.07298 -0.47533 -4.22949
N 0.06026 2.45133 -6.36942
H -1.39082 0.33991 -6.95038
H -0.35063 0.59390 -8.33793
H -0.08562 -0.80693 -7.29101
H 1.53825 1.16081 -7.01021
H 1.77513 1.04815 -4.68573
H 1.27250 -0.56150 -5.23468
H -0.63248 -1.42393 -4.55193
H -1.87255 -0.20975 -4.92187
H -1.50995 -0.60745 -3.23818
H 0.74377 3.08120 -5.96483
H -0.74536 2.46170 -5.75261
C -0.79757 -2.21322 6.55738
C -1.44956 -1.07294 5.78395
C -1.91839 -1.45946 4.37786
O -0.87448 -1.63640 3.42532
C -0.25326 -2.90681 3.44282
N -0.55677 0.08475 5.79844
H 0.22322 -2.38964 6.21535
H -0.74199 -1.95754 7.61383
H -1.36114 -3.14193 6.45525
H -2.35678 -0.77955 6.32200
H -2.53404 -0.64787 3.98159
H -2.53758 -2.36408 4.41172
H -0.96782 -3.69667 3.69154
H 0.57719 -2.95563 4.15017
H 0.13127 -3.10122 2.43911
H -1.02991 0.91127 5.45045
H 0.22796 -0.08722 5.17824


11
Properties=species:S:1:pos:R:3 method="wB97M-V/def2-TZVPD" total_charge=0 e_homo_ev=-8.488 homo_lumo_gap_ev=9.4524
C -0.84761 0.90067 -2.24888
C -0.42153 0.42784 -1.08702
S 1.18677 -0.23849 -0.81759
C 1.14146 -0.64281 0.84653
N 0.16656 -0.43709 1.61897
O 0.43068 -0.88781 2.92247
H -0.34532 0.78660 -3.20963
H -1.86706 1.29350 -2.28894
H -1.08414 0.53593 -0.22561
H 2.05444 -1.13788 1.20059
H -0.41423 -0.60046 3.28912


52
Properties=species:S:1:pos:R:3 method="wB97M-V/def2-TZVPD" multiplicity=3 total_charge=-1 e_homo_ev="-1.108 / -0.835" homo_lumo_gap_ev="3.8968 / 3.5981"
C 0.92145 -2.62005 2.11592
C -0.50799 -2.94683 1.94319
C -0.79168 -2.92228 0.51504
H -1.23558 -3.12355 2.72634
C 0.43233 -2.61044 -0.18968
C 1.47671 -2.40960 0.78359
H 2.52295 -2.20811 0.54734
H 1.49405 -2.57630 3.03395
H -1.76526 -3.09756 0.04531
H 0.57845 -2.57848 -1.28105
C -1.10720 2.46038 0.03653
C -1.29374 2.11386 1.35724
C 0.01181 1.60242 1.91823
H -2.16018 2.22866 1.99599
C 0.81596 1.30365 0.63857
C 0.19610 2.04622 -0.37771
H 0.62248 2.27609 -1.35251
H -1.81858 2.97677 -0.60832
H 0.52053 2.31886 2.59120
H 1.89012 1.10530 0.72006
Ti -0.08202 -1.03630 1.41499
O 0.18148 0.32036 -2.84227
C -1.29918 -0.05715 -2.51631
C -0.42396 -0.63458 -3.56336
H -1.38287 -0.54097 -1.51834
H -2.22089 0.44865 -2.84609
H -0.26883 -1.71539 -3.35754
H 1.16307 -1.72613 -5.38268
C 0.74149 -0.76504 -5.73568
C -0.27878 -0.13579 -4.96375
C -0.36120 1.28857 -5.03940
H -0.67800 1.86242 -4.15263
C 0.03654 1.93052 -6.19308
H -0.13779 3.00368 -6.25985
C 0.68212 1.16518 -7.18101
H 0.96425 1.65841 -8.10299
C 1.09185 -0.15223 -6.93372
H 1.72951 -0.68371 -7.65253
C 1.82213 0.41731 4.61334
Si -0.01761 0.19112 4.50022
C -0.65649 -1.50221 4.89178
C -1.17667 1.57057 4.90941
O -0.17345 0.35709 2.76712
H 2.10401 0.37569 5.67499
H 2.14160 1.38516 4.19731
H 2.37200 -0.37336 4.07770
H -0.80028 -1.51365 5.98301
H -1.62843 -1.70657 4.42308
H 0.03486 -2.31411 4.63519
H -0.87849 2.52164 4.44606
H -2.18755 1.32939 4.54910
H -1.21512 1.69244 5.99869


18
Properties=species:S:1:pos:R:3 method="wB97M-V/def2-TZVPD" total_charge=0 e_homo_ev=-9.966 homo_lumo_gap_ev=10.7296
C -0.79338 -1.12653 -0.25587
C -0.03012 -0.12634 -1.12114
C 1.40722 0.00288 -0.66424
N -0.63890 1.22386 -1.23799
C -0.81513 1.97919 -0.10276
O -0.50085 1.63902 1.00464
H -0.78718 -0.79329 0.78262
H -0.23928 -2.05631 -0.32377
H -1.84324 -1.23904 -0.52936
H -0.08307 -0.47968 -2.14563
H 1.90395 0.80354 -1.21412
H 1.49542 0.15409 0.40080
H 2.00727 -0.80601 -1.09349
H -1.29748 1.37317 -1.98522
H -1.23259 2.95456 -0.42664
O 0.70455 -1.45166 3.07637
H -0.17740 -1.26635 3.41429
H 0.92022 -0.78509 2.42151


86
Properties=species:S:1:pos:R:3 method="wB97M-V/def2-TZVPD" multiplicity=2 total_charge=+3 e_homo_ev="-15.083 / -15.110" homo_lumo_gap_ev="4.6134 / 3.4232"
Sn -1.68495 -0.11099 0.21332
C -1.45614 -2.88554 3.49071
O -2.12411 -1.78371 2.70421
C -3.52365 -1.79690 2.99898
C -4.01230 -0.36158 2.85528
O -4.01301 0.05574 1.46553
C -4.37930 1.43489 1.45911
C -4.68954 1.78893 0.06240
O -3.43510 1.56705 -0.57180
C -3.18294 2.49937 -1.65264
H -1.21183 -2.50402 4.47486
H -0.56695 -3.09450 2.88790
H -2.19279 -3.74412 3.44543
H -3.67532 -2.11846 4.04258
H -4.10187 -2.47373 2.31047
H -3.46031 0.36028 3.44833
H -5.05938 -0.28450 3.15077
H -3.51532 2.04171 1.77922
H -5.17809 1.65341 2.14290
H -4.92749 2.85583 -0.06441
H -5.40777 1.07549 -0.38113
H -3.57196 3.43125 -1.27476
H -3.71060 2.13414 -2.59033
H -2.11466 2.55359 -1.86113
C 1.57856 0.25930 4.99733
Ge 2.11228 0.31726 3.06939
C 3.17348 -1.41697 2.81884
C 2.76730 -2.43004 1.97315
C 3.45830 -3.63600 1.84323
C 4.68461 -3.80066 2.52769
C 5.08912 -2.80564 3.38924
C 4.31439 -1.63801 3.54733
C 3.49596 1.84078 3.05371
C 4.15050 2.18132 4.23807
C 5.46392 2.76820 4.29070
C 6.04469 3.06764 3.08366
C 5.26480 3.02936 1.90452
C 5.78652 3.69553 0.77123
C 5.09555 3.81686 -0.38778
C 3.87613 3.13708 -0.49854
C 3.31618 2.44712 0.57980
C 3.99478 2.40535 1.85674
H 2.49380 -0.01295 5.57099
H 0.82561 -0.55870 5.22673
H 1.23830 1.23085 5.31863
H 1.96881 -2.27965 1.28240
H 3.05449 -4.39324 1.25114
H 5.14803 -4.77928 2.42187
H 6.00811 -2.90856 3.94420
H 4.59031 -0.79678 4.21606
H 3.77302 1.81553 5.20016
H 5.96937 2.99794 5.26323
H 7.08154 3.34765 3.06586
H 6.80483 4.06048 0.86172
H 5.50880 4.47171 -1.19750
H 3.31754 3.25727 -1.47323
H 2.34939 2.01575 0.49421
N 0.27615 1.85924 -3.88103
C -0.21360 0.74101 -3.33796
S 0.31653 0.26686 -1.79142
N -0.99526 -0.08964 -4.05466
C -1.24081 0.11930 -5.43670
C -2.15033 1.09530 -5.88912
C -2.27881 1.37074 -7.21535
C -1.47621 0.79369 -8.21676
C -0.54709 -0.15226 -7.79823
C -0.54463 -0.53316 -6.44486
H 0.87671 2.44008 -3.33913
H 0.39561 1.85191 -4.91559
H -1.31920 -0.89487 -3.51485
H -2.69783 1.71265 -5.17372
H -2.93321 2.17008 -7.54776
H -1.65493 1.12145 -9.22011
H 0.09416 -0.71622 -8.46589
H 0.15263 -1.32752 -6.25610
C -3.77532 -4.10289 -2.11664
C -4.62627 -3.22872 -1.38475
C -4.09562 -2.13384 -0.73553
C -2.73401 -1.92017 -0.70260
C -1.89131 -2.75517 -1.40232
C -2.40262 -3.85804 -2.07760
H -4.22672 -4.96226 -2.60644
H -5.64860 -3.36053 -1.34108
H -4.67079 -1.44300 -0.18036
H -0.80999 -2.56800 -1.31208
H -1.78226 -4.49613 -2.68191


75
Properties=species:S:1:pos:R:3 method="wB97M-V/def2-TZVPD" total_charge=0 e_homo_ev=-9.097 homo_lumo_gap_ev=9.4984
C -2.50205 3.81213 3.30934
C -1.44322 3.27975 3.89461
C -1.40858 1.84540 4.32413
O -1.60956 1.44329 5.43063
O -1.15338 1.00794 3.25729
C 0.03114 0.18941 3.30114
C 0.21207 -0.40063 1.89065
C 0.00506 -0.91221 4.36652
C -1.13805 -1.93786 4.26379
C -2.44190 -1.60640 5.00392
C -3.63869 -0.96238 4.25471
C -3.67667 -0.98958 2.71954
N -3.92182 0.33536 2.09913
P 1.53313 1.20726 3.60343
O 1.66724 1.81115 4.94732
H -2.43289 4.69798 2.69186
H -3.48733 3.37288 3.42198
H -0.56440 3.86183 4.15545
H 1.17280 -0.10414 1.45121
H -0.55960 -0.03054 1.21961
H 0.22260 -1.48833 1.90727
H 0.95053 -1.45432 4.24907
H 0.02937 -0.46279 5.36025
H -0.73348 -2.82674 4.75545
H -1.29049 -2.23107 3.22439
H -2.17994 -0.94830 5.83419
H -2.79278 -2.52665 5.47486
H -4.54182 -1.45278 4.62184
H -3.74076 0.07581 4.58156
H -2.78858 -1.43393 2.26760
H -4.51305 -1.62089 2.40570
H -3.14265 0.53496 1.48353
H -3.86727 1.05891 2.80603
H 1.57512 2.11831 2.52698
H 2.54897 0.27182 3.32200
C -2.46120 -0.87194 -1.29148
C -2.05738 -2.32467 -1.52075
C -0.54462 -2.53952 -1.51534
C 0.21714 -1.78548 -2.60554
C -0.22480 -2.09030 -4.03522
C -0.02285 -3.54850 -4.43507
H -2.09111 -0.21677 -2.08155
H -3.54653 -0.77130 -1.26263
H -2.06931 -0.50984 -0.33778
H -2.48990 -2.67965 -2.45985
H -2.49432 -2.94400 -0.73271
H -0.33729 -3.61022 -1.59526
H -0.14704 -2.23012 -0.54230
H 1.28313 -2.01840 -2.50709
H 0.12895 -0.70860 -2.43182
H 0.34885 -1.45479 -4.71563
H -1.27355 -1.81339 -4.17291
H 1.02675 -3.83579 -4.34013
H -0.32014 -3.71218 -5.47159
H -0.61504 -4.22378 -3.81557
C 3.84228 4.10088 -2.90604
C 3.07485 3.34174 -3.98398
C 2.25620 2.17245 -3.43941
C 3.07615 1.07164 -2.76427
C 4.15068 0.43341 -3.64263
C 3.58514 -0.26991 -4.87300
H 4.57250 3.46368 -2.40480
H 4.38563 4.94347 -3.33544
H 3.16098 4.49501 -2.14875
H 3.77115 2.98936 -4.74983
H 2.39498 4.03353 -4.48788
H 1.66835 1.74097 -4.25470
H 1.52805 2.55506 -2.71655
H 2.38931 0.28968 -2.42491
H 3.54768 1.46956 -1.86080
H 4.70004 -0.29577 -3.04123
H 4.88234 1.18461 -3.95213
H 2.87801 -1.05097 -4.58274
H 4.38031 -0.73975 -5.45331
H 3.06654 0.42597 -5.53438


21
Properties=species:S:1:pos:R:3 method="wB97M-V/def2-TZVPD" total_charge=+1 e_homo_ev=-14.548 homo_lumo_gap_ev=11.5696
C 2.12498 -2.02115 0.60961
C 1.86891 -1.46788 -0.84367
H 3.31910 -1.93327 0.75972
H 1.73944 -1.52449 1.56970
H 1.69901 -3.04199 0.67964
H 2.66864 -1.94007 -1.48691
H 1.84070 -0.44006 -1.08799
H 0.93308 -1.77597 -1.29782
C -1.94103 2.01363 1.46799
C -1.00323 0.73894 -0.39163
N -2.02546 1.04778 0.39773
N 0.23357 1.17643 -0.29443
N -1.39780 0.00533 -1.51120
H -2.90724 0.56987 0.40640
H 0.57824 1.99687 0.10975
H 0.88340 0.48273 -0.61674
H -2.23009 -0.68554 -1.42364
H -0.76814 -0.05051 -2.30586
H -0.90612 2.51143 1.45536
H -2.11292 1.43873 2.34012
H -2.59704 2.89922 1.46387


92
Properties=species:S:1:pos:R:3 method="wB97M-V/def2-TZVPD" total_charge=-1 e_homo_ev=-3.901 homo_lumo_gap_ev=6.2090
C 2.53581 4.18295 2.86089
C 3.14009 3.17381 3.83503
C 4.34627 2.47283 3.23229
C 3.94690 1.52440 2.07419
C 4.43567 0.06416 2.36243
C 3.45457 -1.09687 2.24127
C 2.35666 -1.23047 3.24354
C 1.36296 -2.19133 2.61274
C -0.09532 -1.97521 2.84667
C -0.81595 -3.31930 2.71381
C -2.25654 -3.28893 3.12201
C -3.11305 -3.33022 1.86651
C -2.61996 -4.42556 0.87667
C -1.98245 -3.97500 -0.43241
C -0.85257 -2.96720 -0.35502
O -0.55185 -2.69029 -1.68838
P -2.05509 -2.38593 -2.52745
O -2.88453 -3.46096 -1.36061
H 3.08944 5.11313 2.91875
H 2.52317 3.79305 1.85120
H 1.51437 4.40929 3.15112
H 3.44004 3.69094 4.74253
H 2.37317 2.46023 4.12420
H 4.99543 3.23683 2.81081
H 4.91968 1.93664 3.97880
H 4.42492 1.87502 1.17160
H 2.87681 1.55074 1.92288
H 5.20214 -0.22035 1.64824
H 4.88702 0.07049 3.35186
H 2.95799 -0.97225 1.28345
H 4.09331 -1.97805 2.22758
H 1.93789 -0.23889 3.39946
H 2.69742 -1.57854 4.21422
H 1.48432 -2.07659 1.54004
H 1.62623 -3.20462 2.89656
H -0.31172 -1.57365 3.83391
H -0.44945 -1.30509 2.07051
H -0.70430 -3.68451 1.70264
H -0.25946 -4.01421 3.33900
H -2.42635 -2.35351 3.65249
H -2.54105 -4.05020 3.83891
H -4.12666 -3.60055 2.15516
H -3.21978 -2.35074 1.42100
H -1.86203 -5.02816 1.36765
H -3.44025 -5.09182 0.63674
H -1.56316 -4.88596 -0.89435
H -1.10590 -2.08645 0.22805
H 0.03678 -3.46161 0.04097
H -1.38829 -1.50143 -3.46097
H -2.31793 -1.28754 -1.60748
H -3.31660 -2.18100 -3.19233
H -1.76698 -3.51541 -3.40161
C -0.02212 0.96924 -1.12983
C 1.47778 1.01398 -1.44791
O 2.21116 1.36386 -0.53803
C 1.96241 0.66824 -2.83216
H -0.15054 1.26948 -0.09103
H -0.56840 1.67369 -1.76791
H -0.43238 -0.03083 -1.26565
H 1.50995 1.34396 -3.55977
H 1.68649 -0.35923 -3.07566
H 3.04430 0.76803 -2.87454
C -4.38891 1.79987 -4.24073
C -3.28165 2.25200 -3.29058
O -2.08458 2.04505 -3.55350
C -3.70786 2.95972 -2.02057
H -3.93934 1.29399 -5.09369
H -5.06475 1.11134 -3.73066
H -4.95795 2.66352 -4.58959
H -4.34590 2.31221 -1.42128
H -4.26196 3.86852 -2.26603
H -2.83614 3.22823 -1.42928
C 6.27563 3.18868 -3.65137
C 6.24404 1.68040 -3.70936
O 5.20536 1.06935 -3.64950
C 7.57176 0.97187 -3.84299
H 5.26148 3.56781 -3.55364
H 6.86288 3.51759 -2.79259
H 6.72154 3.58924 -4.56353
H 8.21098 1.21230 -2.99203
H 8.07059 1.28198 -4.76277
H 7.40713 -0.10248 -3.87168
C -7.26320 -0.55757 0.49420
C -7.10399 0.57840 -0.49459
O -6.85388 0.37540 -1.67445
C -7.26569 1.97409 0.04721
H -7.12289 -1.50859 -0.01613
H -6.52240 -0.46340 1.28954
H -8.26333 -0.53092 0.93444
H -6.52303 2.17438 0.82261
H -8.26455 2.09588 0.47236
H -7.12996 2.69453 -0.75518